(1)
Molecular formula: Cl2HN3
Method: DFT, the ωB97M-V functional and the def2-TZVPD basis

Cartesian coordinates (Å):
N  -0.35571  0.25670  0.00379
N  -1.11221  -0.74237  -0.00345
N  0.91810  0.08399  0.01248
Cl  -2.76651  -0.26146  -0.00391
Cl  1.92650  1.47981  -0.00519
H  1.38983  -0.81668  -0.00372

Results
E in Ha: -1084.98455
Spin multiplicity: 3
ΔE to the lowest compared entry with this formula, charge and spin in eV: 1.8505
Charge: 0
Largest force on an atom in eV Å⁻¹: 9.427
E_HOMO (spin up / spin down) in eV: -6.4 / -9.5
<S²>: 2.010

(2)
Molecular formula: C5H8N2O2
Method: DFT, the ωB97M-V functional and the def2-TZVPD basis

Cartesian coordinates (Å):
C  -3.55192  -0.84389  -0.07685
O  -2.53280  0.04963  0.33103
N  -1.42221  0.05778  -0.52370
C  -0.30404  0.24752  0.26605
N  0.84608  0.50715  -0.55954
C  1.59212  1.51595  -0.03896
C  2.00948  0.11970  0.26193
C  3.01636  -0.73119  -0.28582
O  4.03759  -1.20159  0.15559
H  -3.68283  -0.82612  -1.29290
H  -3.30883  -2.06938  0.09032
H  -4.54702  -0.25624  0.30593
H  -0.25209  0.07159  1.52036
H  2.15823  2.20658  -0.89585
H  1.44516  2.12678  0.78303
H  1.69077  -0.05695  1.35568
H  2.80594  -0.91732  -1.39632

Results
E in Ha: -455.06233
ΔE to the lowest compared entry with this formula, charge and spin in eV: 8.0589
Charge: 0
Largest force on an atom in eV Å⁻¹: 7.524
SMILES: CO/N=C/N1C[C@@H]1C=O
E_HOMO in eV: -9.5

(3)
Molecular formula: C15H108BN3O43
Method: DFT, the ωB97M-V functional and the def2-TZVPD basis

Cartesian coordinates (Å):
C  0.07947  -3.39323  -2.66256
C  -1.00406  -4.60996  -2.48032
O  -1.99687  -4.72771  -3.56295
C  -2.85154  -3.53271  -3.66440
O  -2.95410  -2.95088  -4.88353
C  -3.63959  -2.83217  -2.38420
C  -5.16495  -3.39158  -2.16498
C  -5.78597  -3.13787  -0.66701
C  -5.71649  -1.58329  -0.14709
O  -5.70220  -0.61843  -1.25720
C  -7.05505  -0.29773  -1.74027
B  -6.92533  -0.19195  -3.40804
O  -5.62463  -0.27658  -4.13588
O  -8.14280  -0.04701  -4.27620
C  -4.42406  -1.47239  0.87379
N  -4.94462  -1.96052  2.24208
O  -3.86847  -0.11433  1.00637
C  -2.54136  0.01054  0.38361
N  -2.75169  0.21190  -1.10095
C  -1.66313  1.31285  0.95709
C  -0.48056  1.57361  -0.14837
C  0.85451  2.33330  0.42567
C  2.08711  1.94578  -0.63686
C  1.65469  2.09544  -2.21160
N  1.43944  0.79060  -2.94574
H  0.45148  -3.07709  -1.57312
H  1.01010  -3.78411  -3.25694
H  -0.35071  -2.41224  -3.14349
H  -0.39199  -5.62676  -2.47622
H  -1.53091  -4.55124  -1.41768
H  -2.97625  -2.91919  -1.42089
H  -3.72667  -1.67640  -2.66787
H  -5.11581  -4.57359  -2.31533
H  -5.83583  -2.99180  -3.04743
H  -5.17716  -3.79046  0.10002
H  -6.93493  -3.43756  -0.70003
H  -6.68842  -1.37820  0.49063
H  -7.86520  -1.06713  -1.39120
H  -7.28648  0.81563  -1.38624
H  -4.97528  0.41065  -3.80279
H  -7.81213  -0.06611  -5.23883
H  -3.58579  -2.26465  0.57754
H  -4.64415  -2.97112  2.36526
H  -4.46549  -1.44349  3.01470
H  -1.85483  -0.93580  0.62489
H  -1.99064  -0.20123  -1.68310
H  -2.96816  1.20070  -1.35460
H  -1.17243  1.00659  1.98399
H  -2.37026  2.24599  1.11978
H  -0.11817  0.49591  -0.51168
H  -0.92719  2.19785  -1.06203
H  0.70292  3.51376  0.50661
H  1.10952  1.85833  1.47712
H  2.92642  2.75430  -0.43370
H  2.47412  0.85567  -0.35901
H  2.56395  2.63750  -2.76276
H  0.73613  2.83021  -2.33744
H  2.31715  0.24090  -3.07267
H  0.71609  0.18375  -2.50161
O  2.42389  5.10566  0.85366
H  3.28827  5.40667  0.53553
H  2.49204  5.17534  1.81776
O  4.45501  6.93119  0.76935
H  4.35970  7.87823  0.95095
H  4.97491  6.90070  -0.04782
O  6.86773  5.12564  1.69682
H  6.01330  5.45559  1.38054
H  6.81375  5.22128  2.65959
O  2.03125  3.56050  3.53403
H  2.60402  2.77902  3.54759
H  1.24460  3.26581  3.05098
O  4.48141  2.53591  1.24880
H  4.91705  3.38974  1.10680
H  4.83532  1.97251  0.54431
O  -1.59363  -3.59591  0.82316
H  -2.15560  -4.25438  1.25855
H  -1.25992  -3.05338  1.55342
O  7.65288  3.50627  -0.93768
H  7.34845  4.22103  -0.35855
H  8.43216  3.15255  -0.48316
O  -4.32786  3.04720  -3.46949
H  -4.43759  3.56864  -4.27882
H  -5.22631  2.97543  -3.11365
O  0.09755  5.72180  4.75708
H  0.62734  5.18426  4.14936
H  0.13784  5.23640  5.59479
O  3.71310  1.71565  5.01617
H  4.57747  2.01667  4.69804
H  3.78125  1.78533  5.98027
O  1.33789  8.08578  1.68296
H  1.91066  7.30430  1.69652
H  0.55124  7.79108  1.19991
O  -3.07751  -3.18426  4.02288
H  -3.63948  -3.84273  4.45827
H  -2.74380  -2.64173  4.75314
O  8.19572  1.54855  0.97502
H  8.76849  0.76708  0.98858
H  7.40907  1.25386  0.49198
O  5.23496  3.62259  6.25052
H  4.93054  4.33735  6.82966
H  6.01424  3.26887  6.70505
O  1.47312  -4.89008  0.19255
H  0.62089  -4.45081  0.05216
H  1.60271  -5.41254  -0.61320
O  1.50314  -5.56773  3.01246
H  1.24236  -5.36105  2.10239
H  0.66380  -5.75146  3.46049
O  -7.55596  -5.32937  -2.36860
H  -8.40819  -4.89010  -2.50898
H  -7.42637  -5.85183  -3.17435
O  -10.51221  -6.21880  -2.23783
H  -9.86736  -6.59640  -1.62094
H  -10.89356  -6.99203  -2.68019
O  6.84701  1.53553  7.15355
H  7.41978  0.75406  7.16712
H  6.06036  1.24084  6.67051
O  5.07559  9.17022  2.36304
H  4.48305  8.81860  3.04438
H  5.95529  9.11212  2.76520
O  0.70044  -2.23146  3.32645
H  1.05781  -2.59095  4.15229
H  1.24030  -2.64695  2.63731
O  4.29136  -3.61241  1.46093
H  4.86413  -4.39388  1.47450
H  3.50471  -3.90710  0.97789
O  -0.84356  1.68391  -4.75013
H  -0.19871  1.30632  -4.13324
H  -1.22491  0.91068  -5.19249
O  1.55892  1.53470  -6.99033
H  0.79026  1.61385  -6.40565
H  1.18111  1.58206  -7.88140
O  0.86823  -1.23270  -7.83807
H  0.30626  -1.89117  -7.40268
H  1.20194  -0.69017  -7.10780
O  2.31900  -4.49871  -4.89350
H  2.89461  -3.81822  -5.27369
H  1.91274  -4.91991  -5.66585
O  -2.68813  -5.40677  6.01378
H  -2.15835  -5.94432  5.40606
H  -2.64785  -5.89217  6.85149
O  4.77521  5.47368  3.65010
H  3.97015  5.03082  3.95785
H  4.47268  6.35795  3.39413
O  -3.51689  -0.49271  5.74678
H  -4.37132  -0.16276  5.43050
H  -3.57087  -0.39707  6.70955
O  8.16193  7.74201  2.83463
H  8.80677  7.36441  3.45151
H  7.78057  6.96878  2.39227
O  9.55298  2.69415  8.72863
H  10.12576  1.91267  8.74220
H  8.76634  2.39945  8.24559
O  -0.36472  -6.69987  -5.05794
H  -0.66914  -5.98511  -4.47881
H  0.41456  -7.05359  -4.60342
O  -4.90894  -1.77819  -6.72711
H  -5.21336  -1.06342  -6.14798
H  -4.12966  -2.13190  -6.27259
O  3.56874  -5.54627  -2.47546
H  4.14435  -4.86578  -2.85565
H  3.16248  -5.96747  -3.24782
O  -5.43797  -5.48234  4.99336
H  -6.03051  -5.83396  5.67469
H  -4.55827  -5.54043  5.39551
O  -6.24421  3.13129  -6.02243
H  -5.67143  2.34981  -6.00886
H  -7.03085  2.83659  -6.50547
O  4.94339  2.23923  -2.76338
H  5.37902  3.09305  -2.90538
H  5.29730  1.67583  -3.46787

Results
E in Ha: -4060.51511
Charge: 0
Largest force on an atom in eV Å⁻¹: 8.641
E_HOMO in eV: -8.7